Record 1
A single C3H5NO2 molecule, computed with wB97M-V/def2-TZVPD.

Positions of all 11 atoms, in Å:
C (0.28379, 0.91696, -1.29067)
N (0.91981, -0.43254, -1.13844)
C (0.43701, -1.12346, -0.20878)
O (-0.67516, -0.57166, 0.41494)
C (-0.69609, -0.26559, 1.71855)
O (-0.29127, -0.96998, 2.59456)
H (-0.12462, 0.94233, -2.29791)
H (1.09892, 1.62468, -1.15680)
H (-0.53556, 1.26057, -0.62674)
H (0.74129, -2.11208, 0.15067)
H (-1.15812, 0.73076, 1.84064)

Values from the calculation:
SMILES: C/N=C\OC=O
HOMO-LUMO gap, eV: 11.63
Electronic energy, eV: -8775.69428
HOMO level, eV: -10.7373
Relative energy (zero: lowest compared OMol25 entry of this formula, charge and spin), kcal per mole: 46.1

***

Record 2
A single C24H26N4O6S molecule at a distorted geometry, computed with wB97M-V/def2-TZVPD.

Positions of all 61 atoms, in Å:
C (2.46332, 1.93044, 6.95023)
C (1.74412, 1.00801, 6.01610)
C (0.90828, 1.51457, 5.02595)
C (0.22278, 0.66507, 4.17537)
C (0.38333, -0.70023, 4.31819)
C (1.20718, -1.22919, 5.29301)
C (1.88336, -0.37208, 6.14181)
H (2.52726, -0.77440, 6.91002)
H (1.29520, -2.30054, 5.37417)
S (-0.45176, -1.81939, 3.21334)
O (-0.75401, -3.05183, 3.88017)
O (-1.53700, -1.14029, 2.55618)
N (0.79986, -2.18788, 2.12245)
C (1.25531, -1.06931, 1.32851)
H (1.37562, -0.20600, 1.98323)
C (0.28280, -0.72010, 0.20188)
N (-0.00449, -1.89765, -0.60113)
C (-0.02914, -1.79514, -1.94042)
O (0.19484, -0.73183, -2.50931)
C (-0.31722, -3.05166, -2.74572)
C (-0.09251, -2.75150, -4.22685)
C (-1.05107, -1.67157, -4.67951)
O (-2.21084, -1.60902, -4.36990)
O (-0.45332, -0.81485, -5.51926)
C (-1.26258, 0.17643, -6.13146)
H (-0.87613, 0.32277, -7.14262)
C (-1.30677, 1.54208, -5.43435)
O (-1.71146, 2.50594, -6.04701)
N (-0.90636, 1.53374, -4.14441)
C (-0.94398, 2.59008, -3.23440)
C (-0.61019, 2.29128, -1.91816)
C (-0.62044, 3.28464, -0.94487)
C (-0.97309, 4.59307, -1.28092)
C (-1.30902, 4.87877, -2.59089)
C (-1.29709, 3.89680, -3.56861)
H (-1.56303, 4.13395, -4.58496)
H (-1.58524, 5.88674, -2.86146)
H (-0.98123, 5.36167, -0.52297)
C (-0.26122, 2.94152, 0.37763)
N (0.04650, 2.64062, 1.44154)
H (-0.34602, 1.27851, -1.66460)
H (-0.56187, 0.66128, -3.74906)
H (-2.29965, -0.18030, -6.18876)
H (0.92670, -2.41554, -4.41318)
H (-0.29101, -3.64508, -4.82197)
H (0.32953, -3.86898, -2.42521)
H (-1.36165, -3.33402, -2.59525)
C (-0.48479, -3.01567, 0.18542)
H (-0.64302, -3.89166, -0.43950)
C (0.51665, -3.34441, 1.30123)
H (0.10337, -4.10891, 1.95943)
H (1.46157, -3.69861, 0.87586)
H (-1.43477, -2.72968, 0.65327)
H (0.73726, 0.03210, -0.44213)
H (-0.64569, -0.33343, 0.63388)
H (2.23276, -1.33677, 0.91215)
H (-0.42718, 1.05075, 3.40594)
H (0.79359, 2.58185, 4.91338)
H (2.64396, 2.89425, 6.48154)
H (3.41210, 1.50344, 7.26571)
H (1.85762, 2.09716, 7.84124)

Values from the calculation:
SMILES: Cc1ccc(S(=O)(=O)N2CCN(C(=O)CCC(=O)OCC(=O)Nc3cccc(C#N)c3)CC2)cc1
HOMO-LUMO gap, eV: 9.31
Electronic energy, eV: -54392.02820
HOMO level, eV: -8.8407
Relative energy (zero: lowest compared OMol25 entry of this formula, charge and spin), kcal per mole: 5.8

***

Record 3
A 6-piece molecular cluster, C36H80N6O5 overall at a distorted geometry, computed with wB97M-V/def2-TZVPD.

Positions of all 127 atoms, in Å:
N (-0.44534, 0.44586, 0.92874)
O (0.01248, 1.24542, 0.13485)
O (-1.02125, 0.83804, 1.94149)
O (-0.35494, -0.70228, 0.59649)
C (-3.13659, -3.34983, 1.14776)
C (-2.90164, -4.17037, -0.09276)
O (-1.78157, -4.29212, -0.64642)
N (-4.15096, -4.99754, -0.49484)
H (-4.42034, -5.60254, 0.26773)
H (-4.89709, -4.32008, -0.56145)
C (-4.04352, -5.57900, -1.91845)
H (-3.48378, -3.92489, 2.00616)
H (-3.82870, -2.55477, 0.87035)
H (-2.21895, -2.81736, 1.39777)
H (-5.06940, -5.94722, -1.90980)
H (-3.32559, -6.39806, -1.96117)
H (-3.87117, -4.66763, -2.49099)
C (4.64656, 3.88484, -0.85009)
C (3.48557, 2.83131, -0.56289)
C (3.98797, 1.55886, 0.10309)
C (4.20694, 1.72666, 1.67778)
C (2.96670, 2.26554, 2.40938)
C (2.57279, 3.64109, 1.85743)
N (2.34813, 3.46443, 0.35051)
O (1.29536, 3.97757, -0.29659)
C (3.55489, 4.73148, 2.24833)
C (1.13710, 4.04316, 2.45053)
C (2.86003, 2.38708, -1.85629)
H (5.24145, 3.69736, -1.74399)
H (5.41047, 3.87115, -0.07269)
H (4.24672, 4.89843, -0.82071)
H (4.88092, 1.16978, -0.38615)
H (3.22699, 0.80670, -0.10493)
H (5.06130, 2.34724, 1.94805)
H (4.55549, 0.77158, 2.07076)
H (3.13234, 2.23108, 3.48617)
H (2.22297, 1.48423, 2.25279)
H (3.68885, 4.71106, 3.32987)
H (3.08919, 5.66154, 1.92242)
H (4.56755, 4.54925, 1.88858)
H (0.69339, 5.00440, 2.19125)
H (1.07904, 3.93231, 3.53332)
H (0.44578, 3.27278, 2.10891)
H (2.49216, 3.23911, -2.42797)
H (2.02538, 1.69700, -1.73280)
H (3.53284, 1.80683, -2.48775)
C (1.94733, 1.68465, -5.69055)
C (1.26756, 0.36790, -5.40029)
C (0.36160, 0.49774, -4.17554)
N (-0.43925, -0.79473, -3.74764)
C (0.60102, -1.67690, -3.10090)
C (-1.25259, -1.51268, -4.88814)
C (-2.48076, -2.11080, -4.29286)
C (-2.68039, -1.54601, -2.95319)
C (-1.56432, -0.50567, -2.76754)
H (1.12763, 2.39465, -5.58055)
H (2.26086, 1.78615, -6.72954)
H (2.80166, 1.85825, -5.03628)
H (2.04196, -0.38939, -5.27813)
H (0.78354, 0.08537, -6.33517)
H (-0.43242, 1.20983, -4.40039)
H (0.90250, 0.79226, -3.27621)
H (1.56874, -1.52026, -3.57744)
H (0.28083, -2.71081, -3.22976)
H (0.66741, -1.62084, -2.01437)
H (-0.48499, -2.14229, -5.33813)
H (-1.39630, -0.59044, -5.45109)
H (-2.27017, -3.17765, -4.21818)
H (-3.36121, -1.94203, -4.91289)
H (-2.58689, -2.34116, -2.21353)
H (-3.68663, -1.17028, -2.76772)
H (-1.09435, -0.55484, -1.78530)
H (-2.09768, 0.38354, -3.10359)
C (-8.10255, 2.17950, 0.33389)
C (-6.73595, 1.69433, 0.20108)
C (-5.90185, 2.65594, -0.70302)
N (-4.51044, 2.92397, -0.14874)
C (-3.65656, 1.66328, -0.00014)
C (-4.53204, 3.77669, 1.16959)
C (-3.33929, 4.70876, 0.98701)
C (-3.56827, 5.23491, -0.42365)
C (-3.77550, 3.95838, -1.21451)
H (-8.66334, 1.36914, 0.79965)
H (-8.47880, 2.55942, -0.61595)
H (-8.25176, 3.04523, 0.97915)
H (-6.88279, 0.84862, -0.47072)
H (-6.30217, 1.49597, 1.18119)
H (-6.36500, 3.64258, -0.69163)
H (-5.76570, 2.31844, -1.73047)
H (-2.60962, 1.78283, 0.27866)
H (-3.56499, 1.40542, -1.05524)
H (-4.18495, 0.89637, 0.56620)
H (-4.30512, 3.20247, 2.06786)
H (-5.35017, 4.43712, 1.45696)
H (-2.44934, 4.08970, 1.10037)
H (-3.25630, 5.48124, 1.75154)
H (-2.75475, 5.72614, -0.95750)
H (-4.33633, 6.00834, -0.42272)
H (-2.75660, 3.59556, -1.34979)
H (-4.29463, 4.00202, -2.17195)
C (5.45672, -6.23266, 5.05860)
C (5.42589, -5.21558, 3.90068)
C (4.40795, -4.08294, 4.31832)
N (3.72458, -3.36103, 3.11484)
C (4.80991, -2.84545, 2.08722)
C (2.93646, -2.03179, 3.47447)
C (1.71599, -1.97609, 2.69212)
C (1.31985, -3.41811, 2.34490)
C (2.61466, -4.24258, 2.44485)
H (6.29893, -6.90141, 4.88093)
H (4.49777, -6.73151, 5.19881)
H (5.83264, -5.72268, 5.94557)
H (5.18535, -5.57311, 2.89947)
H (6.41224, -4.80994, 3.67554)
H (4.89144, -3.34541, 4.95893)
H (3.58083, -4.55994, 4.84409)
H (5.39095, -3.71792, 1.78842)
H (5.43914, -2.10680, 2.58379)
H (4.20743, -2.45058, 1.26918)
H (3.51784, -1.10992, 3.45810)
H (2.66872, -2.23632, 4.51109)
H (1.83972, -1.49521, 1.72179)
H (0.99944, -1.31996, 3.18624)
H (0.78581, -3.61205, 1.41469)
H (0.64938, -3.59697, 3.18549)
H (3.03486, -4.59109, 1.50142)
H (2.54860, -5.03834, 3.18681)

Values from the calculation:
2S+1: 2
Expectation value of S²: 0.757
HOMO-LUMO gap (spin up / spin down), eV: 6.64 / 4.33
Charge: +5
Electronic energy, eV: -57745.31787
HOMO level (spin up / spin down), eV: -20.7731 / -20.7731

***

- What is the electronic energy in the second record?
  -54392.02820 eV